{"formula": "C3H9N4S", "method": "ωB97M-V/def2-TZVPD", "total_charge": 1, "e_lumo_ha": -0.1648, "homo_energy_ev": -14.209, "largest_force_ha_per_bohr": 0.0628, "relative_energy_kcal_mol": 74.91, "elements": ["C", "C", "C", "N", "N", "N", "N", "S", "H", "H", "H", "H", "H", "H", "H", "H", "H"], "positions_angstrom": [[-0.353096, 1.390307, 0.792835], [1.551315, 0.118224, -0.703512], [-1.495767, -0.629341, 0.188716], [0.621444, 2.060502, -0.002128], [1.467035, 1.508092, -0.695136], [1.443108, -0.592198, -1.835020], [-0.290064, -0.025320, 0.577740], [2.800486, -0.244010, 0.628868], [-0.254583, 1.754030, 1.783722], [-1.285184, 1.846433, 0.386666], [-2.278547, -0.016350, 0.527089], [-1.534090, -0.839262, -0.908770], [-1.644015, -1.634680, 0.489571], [2.201158, -1.302345, -1.982547], [1.167773, -0.097396, -2.633662], [0.355621, -0.470753, 1.212107], [3.068285, -1.496546, 0.226029]], "forces_ev_per_angstrom": [[-0.845, -0.878, -2.001], [1.666, -1.124, 0.995], [-0.375, -1.586, -2.282], [1.886, 2.534, -0.673], [-2.211, 0.232, 0.452], [2.070, -1.224, 2.063], [2.303, 1.091, 0.486], [-1.058, -0.241, -1.353], [0.329, 0.192, 1.118], [0.267, -0.560, 0.425], [-1.453, 0.429, 0.071], [-0.067, 0.979, 0.351], [0.131, -0.836, 1.259], [-1.377, 0.813, 0.018], [-0.628, 0.704, -1.379], [-0.613, -0.458, 0.368], [-0.026, -0.067, 0.083]]}



{"formula": "C20H66F2HgNO17S2", "method": "ωB97M-V/def2-TZVPD", "total_charge": 1, "e_lumo_ha": -0.2420, "homo_energy_ev": -11.029, "largest_force_ha_per_bohr": 0.1953, "elements": ["Hg", "N", "S", "O", "O", "F", "S", "O", "O", "F", "C", "O", "H", "H", "H", "H", "C", "O", "H", "H", "H", "H", "C", "O", "H", "H", "H", "H", "C", "O", "H", "H", "H", "H", "O", "H", "H", "C", "C", "O", "H", "H", "H", "H", "H", "H", "C", "C", "O", "H", "H", "H", "H", "H", "H", "C", "C", "O", "H", "H", "H", "H", "H", "H", "C", "C", "O", "H", "H", "H", "H", "H", "H", "C", "C", "O", "H", "H", "H", "H", "H", "H", "C", "C", "O", "H", "H", "H", "H", "H", "H", "C", "C", "O", "H", "H", "H", "H", "H", "H", "C", "C", "O", "H", "H", "H", "H", "H", "H"], "positions_angstrom": [[6.343475, -2.145127, 16.310416], [7.096578, -2.989922, 14.419342], [8.314162, -3.121626, 13.469076], [8.202949, -2.529278, 12.130935], [9.267736, -4.220810, 13.644562], [9.093518, -1.930387, 14.146472], [6.099610, -3.786514, 13.228550], [6.488748, -5.176785, 12.826085], [5.446277, -2.941268, 12.290565], [4.909478, -4.115952, 14.276773], [4.426208, -3.723953, 9.377589], [5.056918, -3.339593, 8.164143], [4.211620, -2.844901, 9.985310], [3.466817, -4.160659, 9.100169], [5.078360, -4.401873, 9.928241], [5.442446, -4.156541, 7.839228], [4.724097, -4.667954, 17.881646], [4.673671, -3.635848, 16.892814], [5.208111, -5.565210, 17.495937], [5.187266, -4.231502, 18.766568], [3.697822, -4.866772, 18.190435], [3.833540, -3.680848, 16.430478], [8.657624, -6.747940, 15.811540], [7.859246, -6.234101, 16.795559], [8.105296, -7.203210, 14.989486], [9.298715, -5.963708, 15.408950], [9.172747, -7.651136, 16.138622], [7.383458, -6.964910, 17.196990], [4.589490, -0.337647, 14.095083], [4.660840, -0.781861, 15.463535], [3.568522, -0.265936, 13.720158], [4.834198, 0.723677, 14.137787], [5.057128, -0.834570, 13.245097], [3.983638, -0.263521, 15.904350], [7.491496, -0.189218, 15.974424], [7.794290, 0.164994, 15.138308], [8.068665, 0.208138, 16.626517], [13.138444, -6.833955, 13.434625], [11.748068, -7.265693, 13.706182], [11.404709, -8.246341, 12.746709], [13.778419, -7.657850, 13.750441], [13.318464, -5.896371, 13.960580], [13.214511, -6.818482, 12.347402], [11.076027, -6.408234, 13.671221], [11.825966, -7.816445, 14.643578], [11.106636, -7.718856, 12.002052], [2.830824, -6.245464, 12.976416], [3.847645, -7.131388, 13.573300], [3.170556, -7.892015, 14.529626], [2.037366, -6.833886, 12.515689], [3.265664, -5.719998, 12.126187], [2.347068, -5.531480, 13.642981], [4.717050, -6.613126, 13.977804], [4.121988, -7.840684, 12.792451], [2.584002, -8.453589, 14.017584], [6.596493, -0.240582, 10.496246], [7.094779, 1.114597, 10.005901], [8.082733, 1.629577, 10.872863], [6.178919, -0.148868, 11.498901], [7.422409, -0.948440, 10.426258], [5.757017, -0.608479, 9.906295], [6.253405, 1.806204, 9.962846], [7.466463, 1.153997, 8.981984], [8.453081, 2.380481, 10.403207], [8.707476, -6.329497, 10.555223], [10.051386, -5.742559, 10.202949], [10.997034, -6.797137, 10.326337], [8.574976, -7.322517, 10.125738], [7.967331, -5.657271, 10.121188], [8.647018, -6.405590, 11.640883], [10.353258, -4.891485, 10.813397], [10.146304, -5.372122, 9.182231], [11.747284, -6.519272, 9.795758], [8.608173, -1.911037, 7.967457], [9.968138, -1.955279, 8.614112], [10.012892, -1.247949, 9.801287], [8.569044, -2.569118, 7.099412], [8.336319, -0.911318, 7.628669], [7.824605, -2.276724, 8.631070], [10.746015, -1.536960, 7.975354], [10.186772, -3.003230, 8.819257], [9.295462, -1.535083, 10.370884], [11.706806, 0.176235, 15.070672], [12.127333, 1.566829, 15.557619], [13.038360, 1.504658, 16.586663], [12.509834, -0.431358, 14.653451], [10.887681, 0.244303, 14.354772], [11.182164, -0.315039, 15.890122], [11.331445, 2.270241, 15.802318], [12.626267, 2.069413, 14.729025], [12.627586, 1.157335, 17.381797], [12.018517, -3.458237, 15.769586], [12.745961, -4.537554, 16.614683], [12.927963, -3.979875, 17.930376], [11.056888, -3.265064, 16.245050], [11.782944, -3.911823, 14.806851], [12.595229, -2.539631, 15.661628], [13.656357, -4.689848, 16.034949], [12.165322, -5.456853, 16.691168], [13.725612, -3.445729, 17.924319], [12.390748, -2.831654, 12.360909], [13.049780, -2.547372, 11.046520], [13.933481, -1.471261, 11.190311], [11.532061, -2.165732, 12.446349], [13.085901, -2.656595, 13.182015], [12.128661, -3.888033, 12.419794], [12.313839, -2.577808, 10.243057], [13.642162, -3.401610, 10.718710], [13.656817, -0.802740, 10.559327]], "forces_ev_per_angstrom": [[-0.481, -0.469, -0.547], [-3.134, -2.251, -2.405], [9.686, 1.548, -2.164], [-1.273, -1.936, 1.811], [-2.925, 1.510, -0.170], [0.441, 0.608, 0.998], [-3.913, -4.937, -0.077], [-0.098, 4.587, 1.328], [0.746, 0.232, 0.607], [0.623, 0.534, -0.105], [-0.345, 0.213, -0.411], [0.378, 0.119, 0.162], [0.239, 0.041, -0.099], [-0.103, -0.417, 0.467], [-0.279, -0.112, 0.250], [0.120, 0.143, -0.407], [-0.488, -0.111, 0.936], [0.571, 0.816, 0.011], [0.091, 0.227, 0.109], [0.394, -0.358, -0.144], [0.031, -0.297, -0.141], [0.059, 0.195, -0.462], [0.935, -1.563, -1.769], [-1.495, 1.018, 1.513], [-0.512, 0.551, -0.495], [0.122, -0.297, 0.204], [0.893, 0.365, 0.417], [-0.031, 0.022, 0.132], [-1.152, 2.288, -1.066], [-0.183, -0.877, -0.619], [-0.492, -0.565, 0.560], [0.725, -0.030, -0.393], [0.887, -0.665, 1.095], [-0.013, -0.106, 0.462], [-0.215, -0.021, 0.718], [0.101, -0.185, -0.815], [0.293, 0.110, 0.440], [0.487, -0.144, -0.344], [0.269, -1.129, 0.186], [-0.767, 0.002, 0.237], [0.402, 0.374, 0.144], [0.613, 0.034, -0.287], [0.420, 0.785, -0.020], [-0.401, -0.097, 0.421], [-0.971, 0.457, 0.462], [0.000, -0.302, -0.790], [-0.421, 1.323, -1.556], [-0.440, -0.647, -0.627], [0.145, -0.740, 1.612], [-0.122, -0.184, 0.158], [0.036, 0.448, -0.049], [0.236, -0.021, 0.204], [-0.133, -0.283, 0.184], [0.900, 0.263, -0.219], [-0.175, -0.185, 0.314], [0.308, 0.431, -0.602], [-0.984, 0.280, -0.246], [0.156, -0.046, 0.307], [0.478, -0.006, 0.239], [-0.425, -0.069, 0.401], [0.174, 0.028, -0.378], [-0.355, 0.173, 0.235], [0.158, -0.782, -0.141], [0.287, 0.102, 0.237], [0.177, 0.640, -0.172], [0.390, -0.332, -0.507], [0.500, 0.087, 0.059], [0.157, 0.093, -0.102], [-0.431, -0.077, 0.455], [-0.391, 0.071, -0.049], [-0.257, 0.062, 0.487], [-0.597, -0.029, -0.300], [0.382, -0.359, 0.153], [-0.314, -0.014, -0.603], [-0.312, -0.724, -0.537], [0.287, 1.039, 1.107], [0.112, 0.001, -0.140], [0.008, 0.065, 0.092], [0.010, 0.036, 0.192], [-0.029, -0.103, -0.090], [0.372, -0.307, -0.177], [0.001, -0.090, 0.140], [-1.340, 0.672, 0.442], [0.019, -0.072, -1.672], [1.123, 0.002, 1.087], [-0.030, 0.179, 0.230], [0.231, 0.209, -0.598], [0.456, -0.544, 0.372], [-0.701, -0.354, 0.099], [0.258, 0.002, -0.025], [-0.043, -0.059, 0.025], [-0.597, -1.475, 0.351], [-0.409, 2.193, -0.526], [0.228, -0.814, -0.286], [-0.048, 0.352, 0.067], [0.090, 0.323, -0.268], [0.007, -0.193, 0.023], [0.467, -0.560, 0.666], [0.106, 0.087, 0.089], [0.070, 0.011, 0.002], [-0.040, -0.140, 0.085], [0.540, -2.036, -0.103], [-0.344, 0.983, -0.755], [-0.191, -0.198, 0.394], [0.031, 0.159, -0.082], [-0.485, 0.015, 0.015], [-0.223, 1.273, -0.096], [0.461, -0.365, 0.407], [0.223, 0.296, 0.042]]}



{"formula": "C7H5NO4S2", "method": "ωB97M-V/def2-TZVPD", "total_charge": -2, "e_lumo_ha": 0.2090, "smiles": "O=C([S-])O[S@@](=O)([O-])=Nc1ccccc1", "homo_energy_ev": -0.253, "largest_force_ha_per_bohr": 0.1019, "elements": ["O", "C", "S", "O", "S", "O", "O", "N", "C", "C", "C", "C", "C", "C", "H", "H", "H", "H", "H"], "positions_angstrom": [[3.626249, -0.390002, -0.119825], [3.277274, 0.645073, -0.692631], [3.357676, 1.178336, -2.328591], [2.943241, 1.784915, 0.110130], [1.481667, 1.713708, 0.597733], [1.539721, 1.719505, 1.979844], [0.906801, 2.884073, -0.003467], [1.058393, 0.441095, -0.208897], [-0.136267, -0.251340, -0.045660], [-0.442353, -1.364303, -0.837656], [-1.795934, -1.896457, -0.795052], [-2.777226, -1.355065, 0.046577], [-2.348851, -0.310657, 0.928193], [-1.108330, 0.261865, 0.976861], [0.261652, -1.834179, -1.581085], [-2.140918, -2.767774, -1.374413], [-3.774727, -1.700335, 0.012966], [-3.112640, 0.144853, 1.744883], [-0.815427, 1.096691, 1.590093]], "forces_ev_per_angstrom": [[-0.326, 1.702, -0.953], [2.064, -1.290, -0.427], [0.359, -0.660, -0.273], [1.647, -0.700, 0.340], [-0.743, 0.773, -5.073], [-0.470, -0.534, 5.194], [-1.275, 1.208, 0.236], [-2.462, -2.121, 0.614], [1.447, 2.895, 1.576], [-2.015, -1.656, -0.843], [0.737, 0.714, 0.597], [2.439, 0.941, 0.253], [-2.479, 1.127, 2.286], [0.628, -2.191, -2.841], [-0.562, 0.941, 1.087], [0.658, 0.439, -0.120], [-0.898, -0.330, 0.177], [1.397, -1.188, -2.021], [-0.145, -0.071, 0.192]]}



{"formula": "C5H8ClOPS", "method": "ωB97M-V/def2-TZVPD", "e_lumo_ha": [-0.0253, -0.0218], "homo_energy_ev": [-7.535, -8.273], "largest_force_ha_per_bohr": 0.0768, "relative_energy_kcal_mol": 128.60, "elements": ["C", "C", "C", "C", "C", "O", "P", "S", "Cl", "H", "H", "H", "H", "H", "H", "H", "H"], "positions_angstrom": [[0.621089, -1.493230, 0.786599], [1.418104, 1.519736, 0.090658], [0.605595, -1.533155, -0.743479], [0.541615, 2.156745, 1.115424], [-0.579911, -0.820400, -1.417194], [1.767646, -0.851545, -1.145118], [2.328855, 0.147964, 0.025561], [2.156261, -1.481357, 1.594122], [4.070756, 0.536964, -0.771906], [-0.135049, -2.074339, 1.386167], [0.799499, -2.533281, -1.026986], [0.974168, 3.215450, 1.465286], [0.484016, 1.431115, 1.904984], [-0.543930, 2.402045, 0.759117], [-0.372707, -0.683924, -2.536242], [-0.839608, -0.013209, -0.848746], [-1.590456, -1.327062, -1.341810]], "forces_ev_per_angstrom": [[-0.897, -1.413, 0.877], [-0.326, 0.537, 0.075], [-0.594, 1.150, 1.053], [-0.314, 1.859, -0.495], [-0.836, -3.300, -2.006], [1.304, 0.871, 0.172], [-1.764, -0.432, -0.303], [0.055, 0.957, -1.125], [1.217, -0.040, -0.036], [0.480, 0.936, -0.913], [-0.336, -1.316, -0.610], [-0.787, -2.355, -0.582], [-0.370, 0.239, 1.088], [1.980, -0.510, 0.292], [-0.236, 0.257, 1.849], [0.131, 3.018, 0.873], [1.294, -0.459, -0.208]]}